(1)
The following is a quantum chemistry calculation of C21H40Cl3FeN2O4Si as an isolated structure at a distorted geometry, from the Open Molecules 2025 dataset.

Positions of all 72 atoms, in Å:
C 4.1644 0.2886 -5.0951
C 3.8402 0.7222 -3.6831
H 5.1160 0.7466 -5.3986
H 3.3875 0.6498 -5.7802
H 4.2670 -0.8095 -5.2124
C 4.7044 1.5530 -3.0435
C 6.1238 1.8376 -3.4349
H 4.3943 2.0951 -2.1583
H 6.2010 2.5122 -4.3026
H 6.7276 0.9389 -3.6423
H 6.6083 2.3193 -2.5697
Fe -2.7184 -1.1825 -0.7882
Cl -2.6191 -3.3204 -0.5018
Cl -4.1996 0.2797 -1.2490
H -6.7998 -0.7495 2.1470
H -6.1081 -3.9430 1.5051
C -6.0580 -0.8009 1.3257
C -5.6454 -3.1817 0.8335
N -5.2410 -1.9698 1.5543
H -5.4161 0.0857 1.3652
C -4.3045 -1.9138 2.5395
O -3.9614 -0.8355 3.0319
H -4.7251 -3.6193 0.3801
H -3.9248 -2.9339 2.8270
H -6.5348 -0.9024 0.3360
H -6.3244 -2.8659 0.0078
H 0.3000 2.5173 -2.3108
H 1.8917 4.6535 -1.5699
C -0.2698 3.3816 -1.9544
C 1.3195 4.7358 -0.6370
N 0.2282 3.7715 -0.6571
H -1.3144 3.1290 -1.8068
C -0.4974 3.4713 0.4676
O -1.3836 2.6263 0.5234
H 2.0020 4.5136 0.1940
H -0.1810 4.1291 1.3091
H -0.1274 4.1850 -2.6840
H 0.9487 5.7739 -0.5386
O 1.3580 0.4243 -3.2024
C 2.6996 -0.0144 -2.9922
C 2.6198 1.2854 -0.8495
C 2.7682 0.0414 -1.4626
H 2.2189 2.1300 -1.4337
C 3.0343 1.4053 0.4717
H 2.8323 -1.0710 -3.2131
C 3.1446 -1.1080 -0.7612
H 3.0182 2.3927 0.9085
C 3.5288 0.2974 1.1665
C 3.5468 -0.9673 0.5628
H 3.0910 -2.0891 -1.2572
H 3.8688 0.4302 2.1935
H 3.8646 -1.8454 1.1175
Si 0.1332 -0.0873 -4.1526
Cl -0.7873 -0.5323 -0.8041
C -1.2235 1.1370 -3.9389
C -1.1474 -1.5463 -3.8676
C 1.1290 -0.5866 -5.5937
H -1.3535 1.6812 -3.0104
H -2.1926 0.6914 -4.1615
H -1.0409 1.8529 -4.7382
H 1.6332 0.3450 -5.8974
H 0.5082 -0.9923 -6.4034
H 1.8996 -1.3147 -5.2823
H -1.0127 -2.3124 -3.0848
H -1.1157 -2.0607 -4.8391
H -2.2135 -1.2704 -3.8687
C -0.0883 -0.4925 2.9071
O -0.2647 -1.0474 1.6243
H -0.3802 0.5542 2.7620
H 0.9811 -0.5571 3.1664
H -0.7521 -1.0006 3.6219
H -0.2211 -2.0157 1.6698

Cartesian forces (eV/Å) of the 3 atoms listed first:
C 0.563 -0.115 0.059
C 0.990 0.327 0.233
H -0.280 -0.201 -0.050

Computed properties:
spin multiplicity = 5
total energy = -4168.54482 hartree
LUMO level (spin up / spin down) = 2.389 / 2.389 eV
ΔE to the lowest compared entry with this formula, charge and spin = 0.070 eV
expectation value of S² = 6.02
gap between HOMO and LUMO (spin up / spin down) = 0.268 / 0.261 Eh
total charge = -1
maximum force = 0.0778 Eh/bohr



(2)
The following is a quantum chemistry calculation of an isolated ion of composition C3H3O3S and charge -1 at a distorted geometry, from the Open Molecules 2025 dataset.

Positions of all 10 atoms, in Å:
C 0.5600 0.0379 -0.4230
C 2.0725 0.0160 0.1338
C -1.6572 -0.0114 0.1820
O 2.5543 1.0924 0.4136
O 0.1656 0.2946 -1.5347
O -0.3604 -0.3451 0.5561
S 2.6710 -1.5265 0.4470
H -1.4612 0.6473 -0.6999
H -2.1660 0.6247 0.8614
H -2.3786 -0.8299 0.0636

Cartesian forces (eV/Å) of the 3 atoms listed first:
C 0.480 -0.956 0.236
C -1.561 -0.439 0.419
C -0.660 1.154 -1.493

Computed properties:
total energy = -740.06970 hartree
LUMO level = 3.705 eV
ΔE to the lowest compared entry with this formula, charge and spin = 0.150 eV
SMILES = COC(=O)C([O-])=S
gap between HOMO and LUMO = 0.271 Eh
total charge = -1
maximum force = 0.0389 Eh/bohr



(3)
The following is a quantum chemistry calculation of an isolated ion of composition C6H10FN3O and charge +2 at a distorted geometry, from the Open Molecules 2025 dataset.

Positions of all 21 atoms, in Å:
C 2.7674 1.0597 -0.0099
C 1.7709 -1.0411 0.0543
C 2.9900 -0.3326 -0.1261
C 0.2956 0.8509 0.0023
C -0.4823 -1.5217 0.3358
C -2.3055 1.1665 -0.3693
N 1.5247 1.5332 0.1094
N 0.5389 -0.5336 0.0923
N -0.8982 1.5152 0.0153
O 4.0701 -1.0795 -0.2243
F 1.4065 2.8885 0.1790
H 3.6129 1.9104 0.0815
H 1.7474 -2.1723 0.1127
H -1.1737 -1.1884 0.9753
H -0.1460 -2.2973 0.9477
H -1.0561 -1.7811 -0.4813
H -2.9094 1.4954 0.5060
H -2.3487 0.1752 -0.4549
H -2.4269 1.7864 -1.2448
H -0.6782 2.5292 -0.0487
H 4.9124 -0.7013 0.0888

Cartesian forces (eV/Å) of the 3 atoms listed first:
C 3.347 0.840 0.240
C 1.205 -1.607 -0.746
C -2.242 0.751 0.988

Computed properties:
total energy = -573.19582 hartree
LUMO level = -9.647 eV
ΔE to the lowest compared entry with this formula, charge and spin = 1.882 eV
SMILES = C/[NH+]=c1/n(F)cc(O)c[n+]1C
gap between HOMO and LUMO = 0.303 Eh
total charge = +2
maximum force = 0.0886 Eh/bohr



(4)
The following is a quantum chemistry calculation of C30H47CoN5OSbSi4 as an isolated structure, from the Open Molecules 2025 dataset.

Positions of all 89 atoms, in Å:
Co 1.2677 0.6479 -0.7090
C -1.0253 -0.5344 3.2476
Sb -0.8951 0.2560 1.2557
C 1.3084 0.4943 1.3172
C 2.1279 -0.5782 1.9347
C 2.9180 -1.4520 1.1867
C 3.7462 -2.3437 1.8432
C 3.7354 -2.3769 3.2292
C 2.9014 -1.4913 3.8923
N 2.1306 -0.6009 3.2758
Si 1.7977 2.2062 2.0272
C 3.6612 2.2176 2.1844
C 0.9826 2.5081 3.6901
C 1.2681 3.5812 0.8766
C -1.3759 -1.5773 0.0389
C -0.5916 -1.7441 -1.2347
C -1.0964 -2.5793 -2.2431
C -0.3728 -2.8506 -3.3807
C 0.8909 -2.2950 -3.5317
C 1.3306 -1.4561 -2.5384
N 0.6117 -1.1706 -1.4342
Si -3.2229 -1.1585 -0.3911
C -4.2836 -2.6223 -0.9397
C -4.1180 -0.4544 1.1085
C -3.2307 0.1032 -1.7650
Si -1.2492 -3.2480 0.9911
C -1.4437 -4.7452 -0.1377
C 0.4400 -3.5274 1.7428
C -2.5958 -3.4293 2.2891
H -0.5125 0.1801 3.8856
H -0.5789 -1.5111 3.3923
H -2.0844 -0.5541 3.5022
H 2.9113 -1.4206 0.1076
H 4.3870 -3.0062 1.2756
H 4.3596 -3.0617 3.7855
H 2.8616 -1.4830 4.9768
H 4.0379 1.3699 2.7558
H 3.9879 3.1319 2.6835
H 4.1238 2.2023 1.1960
H 1.1459 1.6843 4.3807
H -0.0886 2.6974 3.5979
H 1.4329 3.4100 4.1132
H 1.8024 3.5719 -0.0736
H 1.4840 4.5322 1.3718
H 0.2016 3.5498 0.6498
H -2.0631 -3.0351 -2.1074
H -0.7874 -3.4999 -4.1411
H 1.5080 -2.4855 -4.3965
H 2.2905 -0.9604 -2.6074
H -4.1233 -3.5375 -0.3725
H -4.1710 -2.8518 -1.9993
H -5.3269 -2.3348 -0.7904
H -4.0740 -1.1073 1.9806
H -5.1704 -0.3644 0.8275
H -3.7850 0.5405 1.4017
H -2.8609 -0.3158 -2.7021
H -2.6090 0.9697 -1.5325
H -4.2517 0.4516 -1.9365
H -0.6375 -4.8300 -0.8658
H -2.3921 -4.8170 -0.6675
H -1.3737 -5.6154 0.5214
H 1.1907 -3.5383 0.9513
H 0.4455 -4.5168 2.2071
H 0.7635 -2.8043 2.4874
H -3.5841 -3.5138 1.8366
H -2.6294 -2.6376 3.0330
H -2.4057 -4.3664 2.8185
O 3.0853 0.9459 -1.2902
N 4.0978 0.1272 -1.2378
C 5.2628 0.6935 -1.2486
C 5.4360 2.1174 -1.2919
N 5.5873 3.2554 -1.3285
C 6.4109 -0.1585 -1.1960
N 7.3328 -0.8425 -1.1537
C -1.3866 5.5994 -1.8227
Si -1.6309 4.0882 -2.9003
C -3.4342 3.5789 -2.9006
C -1.0519 4.4246 -4.6468
C -0.6184 2.7253 -2.1901
C 0.0899 1.8966 -1.6402
H -1.9026 6.4654 -2.2429
H -0.3276 5.8444 -1.7357
H -1.7736 5.4297 -0.8170
H -4.0608 4.3792 -3.2992
H -3.7767 3.3544 -1.8895
H -3.5899 2.6895 -3.5124
H -1.6105 5.2522 -5.0888
H -1.1882 3.5468 -5.2795
H 0.0070 4.6847 -4.6597

Cartesian forces (eV/Å) of the 3 atoms listed first:
Co -0.213 -0.131 0.000
C -0.047 -0.013 0.027
Sb -0.045 0.064 -0.141

Computed properties:
spin multiplicity = 5
total energy = -4301.29844 hartree
LUMO level (spin up / spin down) = -0.016 / -1.969 eV
ΔE to the lowest compared entry with this formula, charge and spin = 0.000 eV
expectation value of S² = 6.02
gap between HOMO and LUMO (spin up / spin down) = 0.309 / 0.239 Eh
total charge = 0
maximum force = 0.0067 Eh/bohr



(5)
The following is a quantum chemistry calculation of C24H22BrF3IIrO2S5 as an isolated structure, from the Open Molecules 2025 dataset.

Positions of all 59 atoms, in Å:
Ir -0.7330 -0.6172 -0.0079
O -0.4524 0.2353 1.9876
S 0.3269 0.7249 3.1967
C 2.0988 0.7430 2.7615
C 2.2742 1.4172 1.4101
C 1.8397 2.8862 1.4045
C 1.4671 3.3915 0.0133
S -0.1889 2.8105 -0.4250
O 0.0174 1.3178 -0.7261
C -0.3509 3.5481 -2.0325
C -0.2340 2.7714 -3.1725
C -0.3953 3.3814 -4.4087
C -0.6709 4.7377 -4.4885
C -0.7935 5.5001 -3.3336
C -0.6431 4.9053 -2.0924
C 0.3310 -0.6045 4.3757
C -0.2377 -1.8261 4.0604
C -0.2299 -2.8302 5.0182
C 0.3317 -2.6012 6.2651
C 0.8823 -1.3631 6.5712
C 0.8760 -0.3492 5.6277
H 2.4664 -0.2805 2.7595
H 2.5647 1.2970 3.5805
H 1.6902 0.8544 0.6865
H 3.3153 1.3237 1.0956
H 2.6337 3.5107 1.8175
H 0.9701 3.0399 2.0523
H 2.1524 3.0660 -0.7717
H 1.3843 4.4798 -0.0164
H -0.0172 1.7157 -3.0875
H -0.3069 2.7923 -5.3113
H -0.7968 5.2054 -5.4553
H -1.0187 6.5556 -3.3990
H -0.7614 5.4902 -1.1879
H -0.6932 -1.9834 3.0927
H -0.6696 -3.7913 4.7891
H 0.3320 -3.3871 7.0080
H 1.3068 -1.1831 7.5492
H 1.2867 0.6237 5.8700
S 3.2788 -2.8300 -1.1137
C 1.9121 -2.0762 -0.7065
S 1.0537 -1.9887 0.7932
S 0.8867 -1.0768 -1.6635
F -2.4421 1.6364 0.7916
C -2.5546 0.4112 0.2486
F -3.2328 0.5919 -0.9107
F -3.3817 -0.2852 1.0765
Br -2.6648 -5.9634 -1.0653
C -1.8994 -5.0015 -2.4929
C -1.5067 -5.7070 -3.6227
C -0.9518 -5.0379 -4.6999
C -0.8005 -3.6601 -4.6679
C -1.1901 -2.9460 -3.5469
C -1.7216 -3.6233 -2.4614
I -2.3765 -2.5675 -0.7746
H -1.6406 -6.7790 -3.6472
H -0.6441 -5.5989 -5.5716
H -0.3857 -3.1337 -5.5162
H -1.0926 -1.8723 -3.5255

Cartesian forces (eV/Å) of the 3 atoms listed first:
Ir 0.683 0.091 0.063
O -0.144 0.261 0.157
S -0.025 -0.054 -0.070

Computed properties:
spin multiplicity = 2
total energy = -6344.48776 hartree
LUMO level (spin up / spin down) = -4.112 / -4.896 eV
ΔE to the lowest compared entry with this formula, charge and spin = 1.531 eV
expectation value of S² = 0.76
gap between HOMO and LUMO (spin up / spin down) = 0.252 / 0.224 Eh
total charge = +1
maximum force = 0.0135 Eh/bohr